Entry 1:
Molecular formula: C47H72NO28PS
Method: DFT, ωB97M-V with the def2-TZVPD basis set

- Gap between HOMO and LUMO: 8.563 eV
- HOMO: -8.14 eV
- LUMO: 0.42 eV
- SMILES string: Cc1ccc(C[C@](OC=O)(OCCNC[C@H](C)O)[PH2]=S)cc1.C[C@@H]1COC(=O)O1.C[C@@H]1COC(=O)O1.C[C@@H]1COC(=O)O1.C[C@@H]1COC(=O)O1.C[C@@H]1COC(=O)O1.C[C@@H]1COC(=O)O1.C[C@@H]1COC(=O)O1.C[C@@H]1COC(=O)O1

ORCA input file:
```
! wB97M-V def2-TZVPD RIJCOSX def2/J DEFGRID3
* xyz 0 1
C 1.39 -1.01 7.39
C 0.95 -1.40 6.03
C 1.55 -2.47 5.43
C 1.14 -2.88 4.21
C 0.16 -2.24 3.53
C -0.19 -2.87 2.21
C -1.21 -2.17 1.34
O -1.32 -2.76 0.06
C -1.43 -4.10 0.00
O -0.96 -4.71 -0.92
O -0.89 -0.85 1.12
C 0.20 -0.76 0.20
C -0.27 -0.36 -1.17
N 0.78 -0.55 -2.17
C 2.06 0.12 -1.98
C 2.07 1.60 -1.69
C 1.61 2.38 -2.90
O 3.43 1.98 -1.40
P -2.96 -2.13 2.10
S -4.33 -2.28 0.70
C -0.42 -1.16 4.11
C -0.02 -0.76 5.34
H 0.82 -0.17 7.75
H 2.44 -0.78 7.41
H 1.21 -1.81 8.09
H 2.32 -3.02 5.93
H 1.62 -3.73 3.77
H -0.49 -3.88 2.43
H 0.72 -2.93 1.62
H -1.96 -4.63 0.79
H 0.86 0.01 0.58
H 0.79 -1.66 0.15
H -1.07 -1.03 -1.44
H -0.72 0.63 -1.17
H 0.43 -0.35 -3.10
H 2.58 0.03 -2.93
H 2.65 -0.43 -1.26
H 1.52 1.91 -0.81
H 2.45 2.64 -3.52
H 0.81 1.91 -3.45
H 1.23 3.33 -2.54
H 3.99 1.44 -1.97
H -3.10 -3.19 3.00
H -3.15 -0.91 2.73
H -1.20 -0.62 3.62
H -0.49 0.08 5.81
C -1.04 4.33 -7.72
C -1.26 2.88 -7.38
C -2.05 2.62 -6.12
O -1.55 1.33 -5.71
C -0.28 1.24 -6.17
O 0.50 0.41 -5.82
O -0.02 2.21 -7.06
H -0.29 4.43 -8.50
H -1.97 4.79 -8.06
H -0.68 4.88 -6.84
H -1.71 2.36 -8.24
H -3.13 2.58 -6.27
H -1.83 3.34 -5.33
C 2.74 -4.55 -2.45
C 3.65 -5.70 -2.12
C 2.96 -7.03 -1.97
O 3.84 -7.72 -1.06
C 4.44 -6.78 -0.30
O 5.05 -7.01 0.70
O 4.24 -5.54 -0.81
H 3.25 -3.59 -2.32
H 2.38 -4.61 -3.47
H 1.87 -4.54 -1.78
H 4.47 -5.75 -2.85
H 2.86 -7.57 -2.91
H 1.98 -6.94 -1.50
C 2.19 -12.71 -2.06
C 1.65 -11.60 -2.94
C 1.46 -11.97 -4.39
O 1.63 -10.70 -5.04
C 2.45 -9.96 -4.27
O 2.97 -8.95 -4.61
O 2.61 -10.53 -3.05
H 2.51 -12.32 -1.10
H 1.42 -13.47 -1.90
H 3.05 -13.18 -2.52
H 0.74 -11.19 -2.51
H 0.49 -12.39 -4.61
H 2.24 -12.64 -4.76
C 5.41 5.95 -0.55
C 4.08 5.58 -1.14
C 4.05 5.50 -2.65
O 2.68 5.81 -2.94
C 2.23 6.61 -1.95
O 1.22 7.23 -1.99
O 3.10 6.62 -0.91
H 5.31 6.21 0.50
H 6.11 5.12 -0.64
H 5.84 6.82 -1.06
H 3.70 4.66 -0.69
H 4.31 4.52 -3.03
H 4.68 6.25 -3.13
C -6.50 2.99 4.43
C -6.50 1.50 4.20
C -7.15 0.71 5.30
O -6.46 -0.55 5.21
C -5.23 -0.30 4.72
O -4.33 -1.08 4.73
O -5.16 0.96 4.22
H -5.83 3.49 3.74
H -7.50 3.40 4.32
H -6.14 3.21 5.44
H -6.93 1.26 3.22
H -8.22 0.57 5.17
H -6.95 1.13 6.29
C 3.20 1.87 -11.20
C 1.76 2.18 -10.89
C 0.83 2.16 -12.07
O -0.19 3.08 -11.67
C 0.39 3.98 -10.83
O -0.11 5.00 -10.48
O 1.61 3.55 -10.45
H 3.84 2.12 -10.36
H 3.32 0.81 -11.43
H 3.55 2.45 -12.06
H 1.40 1.53 -10.08
H 0.41 1.18 -12.27
H 1.30 2.54 -12.98
C -0.18 1.52 11.25
C -0.99 2.36 10.29
C -2.36 2.75 10.79
O -3.09 2.90 9.57
C -2.53 2.07 8.66
O -3.02 1.77 7.62
O -1.33 1.61 9.11
H 0.68 1.08 10.75
H 0.16 2.12 12.09
H -0.78 0.69 11.64
H -0.41 3.23 9.97
H -2.36 3.68 11.36
H -2.83 1.97 11.38
C -2.41 7.01 3.63
C -3.09 6.87 4.96
C -2.68 5.66 5.76
O -3.85 5.41 6.55
C -4.91 5.87 5.85
O -6.04 5.62 6.11
O -4.50 6.63 4.81
H -2.90 7.77 3.02
H -1.36 7.29 3.76
H -2.45 6.07 3.07
H -2.96 7.79 5.55
H -1.81 5.82 6.39
H -2.50 4.78 5.13
*
```


Entry 2:
Molecular formula: C47H74N9O16
Method: DFT, ωB97M-V with the def2-TZVPD basis set

- Gap between HOMO and LUMO: 2.740 eV
- HOMO: -2.04 eV
- LUMO: 0.70 eV

ORCA input file:
```
! wB97M-V def2-TZVPD RIJCOSX def2/J DEFGRID3
* xyz -1 1
C 4.87 -2.60 -3.72
C 4.16 -3.76 -3.03
C 2.83 -4.25 -3.55
C 1.79 -3.21 -4.06
N 0.47 -3.75 -4.67
C -0.44 -2.60 -5.19
C -0.27 -2.37 -6.74
C 0.08 -3.78 -7.16
C 0.80 -4.38 -5.97
C -0.30 -4.81 -3.80
C -0.94 -4.27 -2.51
C -2.21 -5.08 -2.18
H 5.74 -2.18 -3.21
H 4.24 -1.71 -3.70
H 5.04 -2.89 -4.75
H 3.99 -3.49 -1.99
H 4.93 -4.53 -3.09
H 2.39 -4.73 -2.68
H 3.08 -4.83 -4.45
H 2.27 -2.74 -4.93
H 1.37 -2.52 -3.33
H -1.46 -2.81 -4.85
H -0.09 -1.69 -4.70
H -1.25 -2.13 -7.15
H 0.54 -1.66 -6.92
H -0.80 -4.42 -7.25
H 0.64 -3.90 -8.09
H 0.67 -5.47 -5.92
H 1.83 -4.29 -6.30
H 0.38 -5.60 -3.47
H -0.90 -5.34 -4.54
H -1.10 -3.20 -2.46
H -0.40 -4.38 -1.57
H -2.68 -4.69 -1.27
H -2.12 -6.16 -2.06
H -3.05 -4.97 -2.87
O 1.49 1.80 0.00
C 0.53 0.73 -0.05
C -0.37 0.36 1.20
O 0.06 0.06 2.51
H 1.03 -0.23 -0.13
H 0.02 0.59 -1.00
H -1.01 -0.50 1.00
H -1.17 1.11 1.22
C -2.55 4.86 5.59
C -3.75 5.10 6.22
C -4.37 4.08 6.92
C -3.67 2.87 7.07
C -2.46 2.62 6.50
C -1.89 3.62 5.83
O -0.75 3.33 5.16
O -5.60 4.16 7.51
H -2.27 5.63 4.88
H -4.30 6.00 6.02
H -4.20 2.06 7.55
H -1.97 1.67 6.53
H -0.96 2.53 4.67
H -5.65 3.44 8.15
C 5.45 3.49 -5.59
C 4.38 3.09 -4.81
C 3.14 3.65 -5.03
C 2.94 4.52 -6.04
C 3.94 4.89 -6.84
C 5.23 4.36 -6.68
O 6.21 4.59 -7.59
O 2.12 3.43 -4.19
H 6.47 3.16 -5.40
H 4.55 2.41 -3.98
H 1.96 4.96 -6.11
H 3.79 5.65 -7.59
H 7.01 4.12 -7.32
H 2.46 3.26 -3.31
C -6.55 -1.82 -2.49
C -5.44 -1.03 -2.50
C -5.36 0.10 -3.33
C -6.48 0.58 -4.00
C -7.59 -0.21 -4.02
C -7.61 -1.42 -3.29
O -8.79 -2.15 -3.26
O -4.26 0.90 -3.27
H -6.61 -2.76 -1.98
H -4.63 -1.42 -1.90
H -6.50 1.46 -4.63
H -8.53 0.04 -4.50
H -8.87 -3.00 -3.69
H -3.69 0.96 -2.50
C -5.69 -1.50 5.99
C -5.93 -1.56 7.38
C -4.91 -1.77 8.32
C -3.65 -2.09 7.78
C -3.43 -2.04 6.42
C -4.41 -1.81 5.49
O -4.08 -1.85 4.20
O -5.25 -1.88 9.64
H -6.45 -1.17 5.30
H -6.87 -1.31 7.85
H -2.86 -2.36 8.47
H -2.42 -2.21 6.08
H -3.25 -1.37 4.10
H -4.52 -2.19 10.18
C 9.44 1.24 0.02
C 8.21 0.60 0.15
C 7.00 1.30 -0.12
C 7.05 2.58 -0.66
C 8.33 3.18 -0.77
C 9.46 2.55 -0.43
O 10.63 3.18 -0.74
O 5.87 0.57 0.10
H 10.36 0.68 0.13
H 8.19 -0.44 0.44
H 6.16 3.11 -0.97
H 8.45 4.19 -1.14
H 10.59 4.09 -0.44
H 5.07 0.99 -0.21
C -0.78 6.61 -0.90
O -1.46 7.59 -1.05
N 0.33 6.40 -1.59
N -0.97 5.76 0.06
H 0.66 7.25 -2.03
H 1.02 5.68 -1.44
H -1.75 5.90 0.69
H -0.35 4.97 0.22
C 1.79 -4.29 2.69
O 2.18 -5.41 2.81
N 2.32 -3.29 2.05
N 0.53 -4.05 3.05
H 1.87 -2.38 2.05
H 3.33 -3.33 2.05
H 0.20 -3.11 2.88
H 0.19 -4.66 3.78
C 2.34 -1.98 7.88
O 1.73 -3.00 7.57
N 1.79 -0.79 7.51
N 3.32 -1.89 8.72
H 2.33 0.00 7.84
H 0.93 -0.88 6.99
H 3.66 -0.97 8.94
H 3.70 -2.77 9.04
C -5.40 3.04 1.84
O -6.54 3.37 2.07
N -4.66 2.25 2.64
N -4.73 3.52 0.88
H -4.99 1.67 3.40
H -3.69 2.42 2.41
H -3.83 3.08 0.78
H -5.15 4.10 0.17
*
```


Entry 3:
Molecular formula: C47H74O24
Method: DFT, ωB97M-V with the def2-TZVPD basis set

- Gap between HOMO and LUMO: 9.789 eV
- HOMO: -9.81 eV
- LUMO: -0.02 eV
- SMILES string: COC(=O)OC.O=C1CCCO1.O=C1CCCO1.O=C1CCCO1.O=C1CCCO1.O=C1CCCO1.O=C1CCCO1.O=C1CCCO1.O=C1CCCO1.O=C1CCCO1.O=C1CCCO1.C1CCOC1

ORCA input file:
```
! wB97M-V def2-TZVPD RIJCOSX def2/J DEFGRID3
* xyz 0 1
C 4.08 -3.35 -7.44
O 5.53 -3.11 -7.59
C 6.36 -4.07 -7.42
O 6.04 -5.24 -7.07
O 7.60 -3.69 -7.74
C 8.63 -4.63 -7.53
H 3.75 -4.26 -7.94
H 3.44 -2.59 -7.90
H 3.85 -3.40 -6.38
H 8.42 -5.59 -8.01
H 8.77 -4.83 -6.47
H 9.57 -4.28 -7.96
C -0.62 0.46 -1.07
C -0.43 0.60 0.41
C 1.08 0.44 0.57
O 1.57 1.01 -0.63
C 0.69 0.84 -1.74
H -1.37 1.19 -1.38
H -0.95 -0.54 -1.36
H -0.96 -0.21 0.91
H -0.85 1.56 0.69
H 1.40 -0.59 0.70
H 1.40 0.96 1.47
H 0.94 0.04 -2.43
H 0.41 1.69 -2.36
O 1.41 3.03 10.38
C 0.46 2.84 9.64
O -0.66 2.34 10.01
C -1.63 2.37 8.93
C -0.78 2.34 7.72
C 0.46 3.08 8.11
H -2.19 3.30 9.03
H -2.32 1.53 8.87
H -1.26 2.89 6.91
H -0.53 1.40 7.23
H 0.42 4.15 7.91
H 1.40 2.73 7.67
O 3.70 -2.70 7.56
C 3.70 -3.49 8.53
O 3.83 -4.80 8.32
C 3.86 -5.59 9.47
C 3.94 -4.56 10.57
C 3.43 -3.25 10.00
H 4.73 -6.25 9.49
H 2.93 -6.16 9.49
H 4.91 -4.59 11.06
H 3.31 -4.84 11.42
H 3.93 -2.37 10.41
H 2.35 -3.15 10.09
O -3.58 6.87 -2.81
C -4.64 6.50 -2.31
O -5.50 5.73 -2.98
C -6.76 5.65 -2.42
C -6.77 6.53 -1.18
C -5.28 6.79 -0.97
H -7.02 4.63 -2.13
H -7.48 5.98 -3.18
H -7.22 5.97 -0.36
H -7.42 7.39 -1.34
H -4.82 6.09 -0.26
H -5.00 7.79 -0.63
O 9.10 -6.69 0.20
C 7.96 -6.28 0.10
O 7.19 -6.20 1.15
C 5.90 -5.62 0.83
C 5.85 -5.50 -0.70
C 7.27 -5.69 -1.18
H 5.88 -4.61 1.24
H 5.08 -6.26 1.15
H 5.42 -4.53 -0.95
H 5.15 -6.20 -1.16
H 7.64 -4.76 -1.60
H 7.35 -6.44 -1.97
O 8.31 1.71 -5.80
C 7.54 2.33 -6.55
O 7.77 2.37 -7.88
C 6.78 3.06 -8.56
C 5.62 3.11 -7.57
C 6.20 2.99 -6.18
H 6.47 2.56 -9.48
H 7.16 4.05 -8.79
H 4.84 2.39 -7.78
H 5.14 4.08 -7.71
H 5.72 2.27 -5.53
H 6.48 3.92 -5.68
O -9.33 -1.07 -1.00
C -8.55 -1.79 -1.62
O -7.74 -1.32 -2.58
C -7.08 -2.33 -3.33
C -7.21 -3.60 -2.46
C -8.37 -3.35 -1.47
H -6.03 -2.02 -3.35
H -7.58 -2.40 -4.29
H -6.25 -3.83 -1.99
H -7.42 -4.52 -3.01
H -8.14 -3.68 -0.46
H -9.28 -3.88 -1.73
O -5.74 2.72 -8.88
C -4.57 3.01 -8.95
O -4.16 4.28 -9.15
C -2.70 4.37 -9.22
C -2.28 2.88 -9.35
C -3.38 2.16 -8.72
H -2.25 4.83 -8.34
H -2.45 4.99 -10.08
H -1.30 2.75 -8.89
H -2.21 2.65 -10.42
H -3.21 2.01 -7.65
H -3.48 1.18 -9.19
O -0.92 -5.92 1.58
C -1.59 -6.23 2.59
O -2.79 -6.79 2.45
C -3.35 -7.09 3.71
C -2.16 -7.20 4.66
C -1.19 -6.24 4.09
H -3.86 -8.05 3.69
H -3.95 -6.33 4.22
H -1.78 -8.22 4.69
H -2.47 -6.99 5.68
H -0.15 -6.56 4.16
H -1.36 -5.26 4.53
O 4.98 6.70 4.19
C 4.58 6.77 3.05
O 3.31 6.59 2.65
C 3.17 6.80 1.25
C 4.54 6.68 0.68
C 5.41 7.15 1.84
H 2.75 7.76 0.96
H 2.55 6.01 0.82
H 4.61 7.20 -0.27
H 4.74 5.63 0.46
H 5.43 8.23 1.96
H 6.42 6.82 2.10
O -6.77 -0.97 4.49
C -7.58 -0.05 4.63
O -8.80 -0.28 5.28
C -9.50 0.92 5.46
C -8.62 2.11 4.96
C -7.49 1.37 4.30
H -9.84 1.07 6.49
H -10.35 0.97 4.78
H -8.18 2.73 5.74
H -9.18 2.79 4.31
H -6.50 1.74 4.59
H -7.50 1.42 3.21
*
```